[1]
90
Properties=species:S:1:pos:R:3:mulliken_charge:R:1 method="wB97M-V/def2-TZVPD" homo_ev=-8.3 e_above_lowest_kcal_mol=31.80
Pd -0.747 0.982 -1.211 1.048
O -3.687 2.936 0.846 -0.683
C -3.138 2.183 0.076 0.306
O -1.882 1.846 0.184 -0.654
C -3.913 1.519 -1.064 -1.116
P -2.884 0.236 -1.827 1.873
C -3.894 -0.544 -3.126 0.514
C -3.973 0.028 -4.391 -0.045
C -4.823 -0.494 -5.352 -0.779
C -5.608 -1.599 -5.052 -0.533
C -5.545 -2.167 -3.789 -0.705
C -4.696 -1.643 -2.826 -0.819
C -2.741 -1.099 -0.577 0.268
C -3.310 -1.044 0.691 -0.559
C -3.092 -2.074 1.597 -0.612
C -2.311 -3.163 1.241 -0.514
C -1.739 -3.222 -0.024 -0.690
C -1.947 -2.194 -0.927 -0.359
H -4.135 2.288 -1.807 0.517
H -4.859 1.115 -0.701 0.548
H -3.372 0.895 -4.623 0.396
H -4.872 -0.042 -6.333 0.409
H -6.268 -2.015 -5.801 0.386
H -6.158 -3.026 -3.548 0.408
H -4.653 -2.102 -1.847 0.395
H -3.901 -0.191 1.000 0.320
H -3.531 -2.017 2.584 0.441
H -2.143 -3.964 1.950 0.342
H -1.118 -4.063 -0.302 0.432
H -1.481 -2.226 -1.907 0.363
N -0.959 2.031 -5.454 -0.176
C 0.222 2.031 -4.499 0.908
C 1.491 2.467 -5.221 -1.916
P 0.307 0.241 -3.924 0.511
O 1.506 -0.386 -4.788 -0.590
O -0.978 -0.345 -4.400 -0.867
O 0.732 0.178 -2.467 -0.447
P -0.317 3.240 -3.163 0.555
O 0.297 4.606 -3.772 -0.541
O -1.809 3.230 -3.311 -0.918
O 0.385 2.950 -1.874 -0.594
H -1.281 1.041 -5.506 0.336
H -0.727 2.415 -6.366 0.307
H -1.688 2.597 -4.956 0.374
H 1.758 1.769 -6.014 0.482
H 2.312 2.492 -4.505 0.387
H 1.385 3.475 -5.622 0.510
H 2.305 -0.509 -4.265 0.323
H 0.525 5.225 -3.071 0.363
C 1.744 -0.087 5.566 -1.768
C 1.174 0.463 4.248 2.467
C -0.326 0.128 4.189 -1.809
C 1.265 1.996 4.291 -2.092
Si 2.150 -0.227 2.747 -1.185
Br 0.817 0.252 0.978 0.220
C 2.309 -2.142 2.732 2.713
C 2.546 -2.712 1.324 -1.854
C 1.013 -2.788 3.240 -2.086
C 3.463 -2.604 3.638 -1.825
C 3.792 0.699 2.379 2.484
C 4.601 -0.041 1.304 -1.985
C 3.562 2.118 1.834 -1.796
C 4.659 0.806 3.645 -1.780
H 1.232 0.397 6.405 0.525
H 2.810 0.112 5.681 0.271
H 1.589 -1.161 5.672 0.311
H -0.810 0.587 5.057 0.540
H -0.532 -0.939 4.227 0.332
H -0.799 0.536 3.296 0.279
H 0.637 2.357 5.111 0.607
H 0.897 2.454 3.371 0.327
H 2.277 2.352 4.477 0.347
H 1.774 -2.400 0.619 0.217
H 2.518 -3.804 1.387 0.547
H 3.511 -2.436 0.910 0.318
H 0.146 -2.475 2.657 0.239
H 0.819 -2.576 4.291 0.283
H 1.103 -3.875 3.139 0.669
H 4.438 -2.294 3.260 0.323
H 3.466 -3.698 3.681 0.527
H 3.368 -2.242 4.662 0.286
H 4.018 -0.201 0.395 0.278
H 4.980 -1.002 1.647 0.311
H 5.468 0.572 1.036 0.609
H 3.033 2.107 0.881 0.281
H 4.541 2.579 1.666 0.526
H 3.011 2.762 2.514 0.310
H 4.869 -0.161 4.103 0.300
H 4.201 1.445 4.400 0.298
H 5.621 1.258 3.383 0.532

=====

[2]
62
Properties=species:S:1:pos:R:3:nbo_charge:R:1 method="wB97M-V/def2-TZVPD" homo_ev=-8.9 e_above_lowest_kcal_mol=3.48
Pt -0.208 -0.758 0.036 1.473
N -4.228 -0.911 -1.381 -0.773
C -2.984 -0.644 -0.921 0.278
S -1.936 -2.017 -0.731 0.099
N -2.681 0.610 -0.701 -0.417
N -1.394 0.788 -0.292 -0.194
C -0.976 1.946 0.074 0.321
C -1.852 3.136 0.085 -0.035
C -1.644 4.174 -0.815 -0.220
C -2.465 5.291 -0.776 -0.207
C -3.479 5.374 0.166 -0.197
C -3.682 4.337 1.067 -0.192
C -2.874 3.213 1.026 -0.201
C 0.437 2.009 0.483 0.138
C 1.018 3.192 0.887 -0.224
C 2.382 3.209 1.165 -0.131
C 3.106 2.050 0.992 -0.232
C 2.450 0.885 0.610 0.132
N 1.141 0.856 0.391 -0.463
H -4.603 -1.832 -1.228 0.409
H -4.880 -0.144 -1.372 0.408
H -0.850 4.104 -1.549 0.222
H -2.311 6.096 -1.483 0.221
H -4.116 6.249 0.198 0.220
H -4.473 4.403 1.802 0.222
H -3.030 2.393 1.716 0.235
H 0.409 4.080 0.974 0.244
H 2.862 4.122 1.492 0.230
H 4.172 2.012 1.161 0.237
H 2.982 -0.036 0.465 0.281
O -1.997 -1.026 3.957 -0.945
S -1.437 -1.755 2.857 2.415
O -0.797 -0.692 1.953 -0.961
O -2.283 -2.651 2.125 -0.950
C -0.175 -2.832 3.558 -0.338
C -0.568 -3.341 4.792 -0.177
C 0.164 -4.335 5.419 -0.197
C 1.303 -4.840 4.816 -0.200
C 1.717 -4.327 3.599 -0.200
C 0.991 -3.323 2.970 -0.247
S 1.803 -2.588 1.570 2.412
O 2.168 -1.279 2.040 -0.984
O 2.843 -3.472 1.148 -0.931
O 0.739 -2.501 0.466 -0.954
H -1.466 -2.952 5.251 0.247
H -0.166 -4.714 6.377 0.219
H 1.880 -5.623 5.291 0.219
H 2.617 -4.686 3.122 0.250
Br 2.441 -0.705 -8.322 0.058
C 2.159 -0.757 -6.450 -0.064
C 0.870 -0.636 -5.957 -0.269
C 0.668 -0.672 -4.586 -0.100
C 1.747 -0.827 -3.724 -0.186
C 3.032 -0.953 -4.238 -0.143
C 3.246 -0.918 -5.606 -0.250
C 1.575 -0.872 -2.234 0.787
O 2.505 -1.049 -1.479 -0.635
O 0.326 -0.656 -1.872 -0.688
H 0.038 -0.519 -6.636 0.228
H -0.330 -0.586 -4.181 0.227
H 3.856 -1.085 -3.550 0.242
H 4.242 -1.017 -6.014 0.230